A cluster of 2 separate species, C25H20BF2IN2O7P in total in a non-equilibrium geometry. Source: the Open Molecules 2025 dataset; level of theory: ωB97M-V/def2-TZVPD.

Cartesian coordinates (Å):
C1 4.7830 4.2852 0.0042
C2 3.3969 3.7156 0.6092
C3 2.7152 2.5795 -0.3105
N1 1.6928 1.8546 0.5342
C4 0.8653 0.9849 -0.3064
C5 -0.5799 1.4100 -0.6668
C6 -1.4812 0.4522 -1.5401
C7 -0.9742 -0.9143 -2.0646
C8 0.4729 -1.3615 -1.7131
N2 0.9420 -2.6818 -2.1974
C9 1.3617 -0.3992 -0.8347
C10 2.8231 -0.8605 -0.4279
C11 3.9488 -1.2651 -1.4094
C12 5.3241 -1.7408 -0.8319
C13 5.5804 -1.8162 0.7085
C14 4.4673 -1.3719 1.7247
C15 3.1246 -0.9114 1.1162
C16 -2.9822 0.9762 -1.8141
O1 -3.5775 0.8063 -2.9122
C17 -3.6693 1.6935 -0.5404
C18 -2.7715 2.6407 0.3386
C19 -3.2512 3.3706 1.6132
C20 -4.7243 3.1475 2.0541
C21 -5.6166 2.2272 1.1875
C22 -5.1437 1.4787 -0.1070
P1 -6.2238 0.3192 -1.1388
O2 -7.6898 -0.0685 -0.2736
I1 -5.0677 -1.8899 -1.2643
C23 -1.2389 2.7901 -0.1527
O3 -0.6296 3.8958 -0.1500
H1 4.9498 4.0245 -1.0955
H2 5.6209 3.9384 0.7000
H3 4.7501 5.4365 0.1036
H4 2.6417 4.5491 0.8786
H5 3.6452 3.2096 1.6196
H6 3.4797 1.7698 -0.6274
H7 2.2459 2.9860 -1.2708
H8 1.1466 2.5883 1.0079
H9 -1.6346 -1.6288 -2.6739
H10 1.3591 -2.5794 -3.1411
H11 1.6540 -2.9844 -1.5160
H12 3.7130 -1.2039 -2.5261
H13 6.1041 -2.0593 -1.6162
H14 6.6014 -2.2013 1.0792
H15 4.6297 -1.4132 2.8598
H16 2.2941 -0.5850 1.8420
H17 -2.4833 4.0048 2.1752
H18 -5.0804 3.6572 3.0061
H19 -6.6885 2.0434 1.5272
H20 -7.3871 -0.7934 0.3376
B1 -2.8002 -5.6700 0.3038
O4 -2.9422 -4.5097 1.2014
C24 -1.7292 -4.2128 1.6636
O5 -1.4937 -3.3065 2.4287
C25 -0.7486 -5.1474 1.1016
O6 0.4411 -5.1501 1.3202
O7 -1.3666 -6.0110 0.2988
F1 -3.2294 -5.3239 -1.0203
F2 -3.5692 -6.7741 0.7980

Properties
Total charge ... -1
F_max ... 4.7 eV/Å
HOMO-LUMO gap ... 0.2598 hartree